Entry 1:
Density functional theory data (the ωB97M-V functional and the def2-TZVPD basis) for a 10-piece molecular cluster, C69H47IO38 overall at a distorted geometry.

Its frontier orbital gap is 7.39 eV. As for the total charge: 0. As for the SMILES: C#Cc1cccc2c1C(=O)C=C(CCCI)C2=O.O=C1C=C(O)C(=O)C=C1O.O=C1C=C(O)C(=O)C=C1O.O=C1C=C(O)C(=O)C=C1O.O=C1C=C(O)C(=O)C=C1O.O=C1C=C(O)C(=O)C=C1O.O=C1C=C(O)C(=O)C=C1O.O=C1C=C(O)C(=O)C=C1O.O=C1C=C(O)C(=O)C=C1O.O=C1C=C(O)C(=O)C=C1O. The total energy comes out at -158209.96194 eV. The calculation puts the HOMO energy at -9.2 eV.

```
155
Properties=species:S:1:pos:R:3:lowdin_charge:R:1
C -7.074 3.578 -2.500 0.10
C -7.463 2.691 -1.773 -0.08
C -7.416 1.597 -0.677 -0.13
C -7.980 1.909 0.673 0.00
C -7.859 0.820 1.697 -0.05
C -7.210 -0.500 1.397 0.00
C -6.687 -0.789 0.047 -0.04
C -6.790 0.294 -0.995 -0.01
C -6.201 -0.050 -2.414 -0.30
O -6.651 0.352 -3.467 0.09
C -4.970 -1.025 -2.419 0.06
C -4.878 -2.017 -1.463 -0.10
C -3.622 -2.970 -1.512 -0.18
C -3.638 -3.981 -2.736 -0.27
C -3.057 -3.403 -4.088 -0.64
I -1.059 -2.557 -3.920 0.79
C -6.022 -2.154 -0.379 -0.26
O -6.382 -3.226 0.061 0.10
H -6.662 4.390 -3.148 0.06
H -8.462 2.899 0.896 0.11
H -8.266 1.067 2.713 0.10
H -7.129 -1.264 2.224 0.12
H -4.206 -0.895 -3.229 0.12
H -2.650 -2.397 -1.400 0.06
H -3.690 -3.612 -0.573 0.12
H -4.731 -4.241 -2.917 0.13
H -3.045 -4.911 -2.463 0.12
H -3.752 -2.659 -4.578 0.05
H -2.961 -4.273 -4.811 0.03
O 2.487 2.813 -0.702 0.12
C 1.452 2.198 -0.882 -0.30
C 0.517 2.527 -1.957 0.07
C -0.615 1.834 -2.107 -0.23
O -1.490 2.120 -3.095 0.10
C -0.969 0.710 -1.190 -0.31
O -2.020 0.115 -1.351 0.07
C -0.023 0.365 -0.129 0.10
C 1.111 1.056 0.019 -0.19
O 1.998 0.752 0.989 -0.01
H 0.783 3.344 -2.613 0.14
H -2.222 1.482 -2.988 0.11
H -0.283 -0.463 0.518 0.14
H 2.725 1.399 0.885 0.13
O 2.497 -5.328 3.119 0.08
C 3.151 -4.447 2.586 -0.28
C 2.611 -3.115 2.328 0.09
C 3.359 -2.184 1.725 -0.19
O 2.878 -0.942 1.478 0.05
C 4.761 -2.470 1.295 -0.31
O 5.403 -1.601 0.734 0.12
C 5.309 -3.797 1.577 0.08
C 4.562 -4.725 2.182 -0.22
O 5.048 -5.955 2.453 0.11
H 1.594 -2.922 2.642 0.14
H 3.608 -0.469 1.039 0.12
H 6.331 -3.986 1.277 0.14
H 4.318 -6.436 2.890 0.12
O 1.802 0.720 -4.351 0.10
C 1.910 0.623 -5.561 -0.31
C 1.719 -0.642 -6.269 0.06
C 1.863 -0.708 -7.596 -0.22
O 1.688 -1.866 -8.265 0.10
C 2.224 0.498 -8.400 -0.31
O 2.364 0.393 -9.605 0.12
C 2.391 1.770 -7.695 0.08
C 2.244 1.834 -6.368 -0.22
O 2.392 2.997 -5.698 0.10
H 1.460 -1.507 -5.674 0.09
H 1.848 -1.652 -9.206 0.10
H 2.636 2.639 -8.290 0.14
H 2.237 2.778 -4.759 0.11
O 1.126 3.018 7.992 0.12
C 1.220 2.934 6.781 -0.31
C 1.041 1.672 6.062 0.08
C 1.170 1.625 4.732 -0.22
O 1.008 0.472 4.047 0.10
C 1.500 2.845 3.939 -0.29
O 1.625 2.752 2.733 0.12
C 1.655 4.112 4.656 0.09
C 1.524 4.159 5.983 -0.19
O 1.660 5.319 6.668 0.06
H 0.804 0.795 6.649 0.14
H 1.155 0.701 3.105 0.09
H 1.878 4.993 4.067 0.14
H 1.521 5.088 7.608 0.13
O -0.151 -6.161 9.735 0.11
C 0.621 -6.346 8.810 -0.32
C 0.473 -5.684 7.515 0.07
C 1.335 -5.930 6.522 -0.22
O 1.218 -5.329 5.323 0.08
C 2.471 -6.887 6.697 -0.31
O 3.226 -7.099 5.765 0.11
C 2.633 -7.531 8.001 0.07
C 1.772 -7.281 8.993 -0.23
O 1.904 -7.863 10.204 0.10
H -0.354 -4.997 7.402 0.13
H 1.961 -5.675 4.777 0.07
H 3.468 -8.207 8.121 0.14
H 1.162 -7.521 10.739 0.12
O -4.745 -5.694 -5.978 0.09
C -4.691 -6.115 -7.121 -0.31
C -4.333 -7.498 -7.433 0.08
C -4.269 -7.912 -8.703 -0.23
O -3.944 -9.184 -9.013 0.11
C -4.556 -6.987 -9.840 -0.31
O -4.469 -7.399 -10.982 0.11
C -4.937 -5.610 -9.526 0.08
C -5.004 -5.197 -8.257 -0.23
O -5.356 -3.931 -7.945 0.10
H -4.126 -8.157 -6.601 0.14
H -3.966 -9.229 -9.988 0.12
H -5.159 -4.954 -10.357 0.14
H -5.329 -3.885 -6.970 0.11
O 1.074 -3.276 -11.048 0.10
C 1.784 -4.257 -11.186 -0.31
C 3.127 -4.182 -11.760 0.08
C 3.865 -5.286 -11.907 -0.23
O 5.107 -5.239 -12.432 0.11
C 3.350 -6.628 -11.497 -0.31
O 4.047 -7.612 -11.665 0.11
C 2.016 -6.699 -10.901 0.08
C 1.280 -5.594 -10.751 -0.23
O 0.048 -5.636 -10.201 0.10
H 3.487 -3.205 -12.054 0.14
H 5.426 -6.163 -12.432 0.12
H 1.662 -7.673 -10.593 0.14
H -0.273 -4.713 -10.207 0.12
O 5.129 11.183 4.771 0.11
C 4.728 10.231 5.417 -0.32
C 3.644 9.365 4.954 0.08
C 3.222 8.340 5.703 -0.21
O 2.221 7.533 5.280 0.09
C 3.840 8.047 7.036 -0.31
O 3.422 7.119 7.703 0.10
C 4.940 8.901 7.485 0.06
C 5.360 9.921 6.733 -0.23
O 6.376 10.720 7.130 0.10
H 3.207 9.592 3.991 0.14
H 2.084 6.856 5.983 0.07
H 5.389 8.669 8.441 0.14
H 6.485 11.378 6.416 0.12
O -1.335 7.761 9.422 0.11
C -0.670 8.781 9.462 -0.31
C 0.789 8.775 9.357 0.08
C 1.479 9.917 9.422 -0.22
O 2.826 9.931 9.325 0.09
C 0.795 11.232 9.606 -0.31
O 1.462 12.248 9.678 0.12
C -0.666 11.241 9.686 0.08
C -1.357 10.099 9.618 -0.23
O -2.705 10.085 9.688 0.10
H 1.274 7.817 9.227 0.13
H 3.084 10.871 9.402 0.12
H -1.150 12.201 9.801 0.14
H -2.960 9.145 9.617 0.12
```

***

Entry 2:
Density functional theory data (the ωB97M-V functional and the def2-TZVPD basis) for C11H13AsBrO2S4Tc as an isolated structure at a distorted geometry.

Its frontier orbital gap (spin up / spin down) is 3.89 / 3.89 eV. As for the total charge: +2. The total energy comes out at -192115.12834 eV. The calculation puts the HOMO energy (spin up / spin down) at -14.6 / -14.6 eV. The relative energy (zero: lowest compared OMol25 entry of this formula, charge and spin) comes out at 1.617 eV.

```
33
Properties=species:S:1:pos:R:3:nbo_charge:R:1
Tc 0.299 1.429 1.255 0.74
S 3.216 3.669 4.958 -0.02
As 1.753 4.062 3.392 0.79
S 1.126 1.847 3.205 0.01
S -0.499 3.163 0.689 0.39
S 1.288 4.066 5.575 -0.07
Br 4.996 -0.744 -2.351 0.19
C 3.236 -1.330 -2.556 -0.01
C 3.002 -2.279 -3.542 -0.23
C 1.728 -2.775 -3.758 -0.10
C 0.656 -2.350 -2.976 -0.23
C 0.879 -1.423 -1.987 -0.07
C 2.162 -0.889 -1.767 -0.32
C 2.350 0.112 -0.747 0.83
O 3.217 0.817 -0.427 -0.42
O 1.051 0.293 0.143 -0.62
H 3.832 -2.631 -4.138 0.26
H 1.572 -3.505 -4.541 0.25
H -0.335 -2.745 -3.144 0.24
H 0.054 -1.089 -1.374 0.20
C -3.553 -0.655 1.616 -0.60
C -2.392 -0.021 0.827 -0.27
C -2.916 1.120 -0.040 -0.62
C -1.370 0.382 1.889 -0.43
H -4.297 -1.029 0.913 0.25
H -4.032 0.087 2.258 0.22
H -3.222 -1.489 2.234 0.23
H -1.955 -0.792 0.187 0.22
H -3.223 1.971 0.576 0.21
H -3.794 0.793 -0.594 0.26
H -2.180 1.458 -0.774 0.20
H -0.831 -0.484 2.302 0.25
H -1.817 0.960 2.699 0.25
```

***

Entry 3:
Density functional theory data (the ωB97M-V functional and the def2-TZVPD basis) for an isolated ion of composition C5H10NO2 and charge -1 at a distorted geometry.

Its frontier orbital gap is 7.53 eV. As for the total charge: -1. As for the SMILES: [H]/N=C(\[O-])CCCCO. The total energy comes out at -10931.94736 eV. The calculation puts the HOMO energy at -3.5 eV. The relative energy (zero: lowest compared OMol25 entry of this formula, charge and spin) comes out at 2.317 eV.

```
18
Properties=species:S:1:pos:R:3:nbo_charge:R:1
H -0.981 2.622 -0.661 0.32
N -0.924 1.771 -0.172 -1.01
C 0.395 1.505 -0.435 0.62
O 1.188 1.936 -1.254 -0.75
C 1.105 0.623 0.683 -0.51
C 1.125 -0.940 0.763 -0.40
C 0.275 -1.607 -0.439 -0.45
C -1.278 -1.930 -0.089 -0.06
O -1.756 -0.973 0.854 -0.75
H 2.205 0.853 0.672 0.19
H 0.798 1.121 1.658 0.20
H 0.716 -1.234 1.710 0.20
H 2.178 -1.247 0.731 0.18
H 0.187 -0.853 -1.285 0.21
H 0.959 -2.327 -0.974 0.19
H -1.683 -1.857 -1.106 0.16
H -1.418 -2.953 0.390 0.15
H -1.687 -0.132 0.375 0.51
```

***

Entry 4:
Density functional theory data (the ωB97M-V functional and the def2-TZVPD basis) for a 2-piece molecular cluster, C25H26F4NO2 overall at a distorted geometry.

Its frontier orbital gap is 4.12 eV. As for the total charge: +1. The total energy comes out at -42792.72271 eV. The calculation puts the HOMO energy at -10.6 eV. The relative energy (zero: lowest compared OMol25 entry of this formula, charge and spin) comes out at 0.556 eV.

```
58
Properties=species:S:1:pos:R:3:nbo_charge:R:1
F -3.552 2.380 1.404 -0.30
C -3.249 1.052 1.615 0.41
C -4.252 0.106 1.381 -0.23
C -3.896 -1.231 1.597 0.40
F -4.846 -2.202 1.362 -0.30
C -2.638 -1.624 2.018 -0.18
C -1.625 -0.631 2.229 -0.15
C -0.322 -1.099 2.588 0.22
C 0.929 -0.618 2.087 -0.16
C 1.951 -1.572 1.773 -0.18
C 3.219 -1.128 1.453 0.40
F 4.214 -2.057 1.250 -0.30
C 3.554 0.223 1.340 -0.23
C 2.520 1.132 1.574 0.40
F 2.786 2.474 1.441 -0.30
C 1.237 0.758 1.943 -0.14
C -1.970 0.731 2.049 -0.18
H -5.239 0.387 1.032 0.28
H -2.393 -2.679 2.152 0.25
H -0.368 -2.154 2.837 0.24
H 1.719 -2.643 1.791 0.25
H 4.546 0.552 1.057 0.28
H 0.483 1.510 2.161 0.23
H -1.250 1.511 2.274 0.25
C -2.784 2.208 6.314 -0.26
O -1.686 1.922 7.199 -0.49
C -0.610 1.458 6.544 0.81
O -0.565 1.393 5.324 -0.64
C 0.499 1.112 7.507 -0.13
C 1.115 2.369 8.149 -0.39
C 2.623 2.147 8.140 -0.41
C 2.854 0.765 7.521 -0.20
N 1.592 0.429 6.850 -0.48
C 1.411 -0.888 6.409 0.24
C 0.853 -1.245 5.202 -0.25
C 0.800 -2.662 4.758 -0.43
C 1.497 -3.710 5.646 -0.39
C 1.395 -3.348 7.121 -0.39
C 1.976 -1.957 7.349 -0.46
H -3.564 2.576 6.978 0.21
H -2.497 2.963 5.574 0.20
H -3.108 1.298 5.793 0.19
H 0.048 0.476 8.296 0.20
H 0.851 3.269 7.578 0.22
H 0.695 2.465 9.155 0.23
H 3.123 2.910 7.535 0.22
H 3.035 2.192 9.152 0.22
H 3.707 0.743 6.828 0.21
H 3.084 0.063 8.341 0.18
H 0.467 -0.461 4.551 0.22
H -0.257 -2.958 4.656 0.19
H 1.269 -2.744 3.772 0.19
H 1.056 -4.697 5.455 0.22
H 2.557 -3.752 5.352 0.20
H 0.350 -3.375 7.452 0.20
H 1.948 -4.075 7.726 0.22
H 3.070 -2.002 7.195 0.22
H 1.807 -1.661 8.397 0.22
```

***

Entry 5:
Density functional theory data (the ωB97M-V functional and the def2-TZVPD basis) for C11H38B2N2O3Ti as an isolated structure at a distorted geometry.

Its frontier orbital gap (spin up / spin down) is 3.70 / 8.50 eV. As for the total charge: -1. Its spin multiplicity is 4. The total energy comes out at -45610.84581 eV. The calculation puts the HOMO energy (spin up / spin down) at -1.0 / -5.9 eV. The relative energy (zero: lowest compared OMol25 entry of this formula, charge and spin) comes out at 0.000 eV.

```
57
Properties=species:S:1:pos:R:3:lowdin_spin:R:1
Ti 14.172 -22.122 31.796 2.51
B 13.040 -24.240 30.601 0.03
H 14.232 -24.192 30.374 0.00
H 12.773 -24.069 31.763 0.01
H 12.562 -23.331 29.948 0.01
H 12.627 -25.328 30.274 0.00
B 11.748 -21.648 32.794 0.02
H 11.768 -21.586 31.576 0.01
H 12.667 -22.318 33.214 0.02
H 11.888 -20.502 33.192 0.00
H 10.720 -22.147 33.170 0.00
C 16.899 -23.887 34.487 0.01
C 16.149 -24.716 33.426 0.01
C 14.818 -25.177 33.979 0.01
O 15.073 -26.201 34.947 0.00
C 13.980 -26.371 35.825 0.00
N 15.889 -23.861 32.258 0.06
H 17.979 -24.026 34.388 0.00
H 16.658 -24.274 35.481 0.00
H 16.615 -22.838 34.433 0.01
H 16.792 -25.566 33.179 0.00
H 14.171 -25.595 33.201 0.00
H 14.316 -24.331 34.460 0.01
H 14.104 -27.340 36.307 0.00
H 13.029 -26.290 35.294 0.00
H 14.010 -25.612 36.620 0.00
H 15.202 -24.265 31.612 0.01
H 16.750 -23.816 31.721 0.01
C 15.919 -19.876 28.394 0.01
C 14.735 -20.541 29.076 0.03
C 13.569 -20.721 28.146 0.01
O 13.163 -19.452 27.652 0.00
C 12.144 -19.569 26.696 0.00
N 15.129 -21.870 29.655 0.06
H 15.633 -18.879 28.054 0.00
H 16.255 -20.467 27.537 0.00
H 16.767 -19.710 29.063 0.00
H 14.466 -19.914 29.926 0.02
H 12.747 -21.192 28.709 0.00
H 13.771 -21.388 27.294 0.00
H 11.252 -20.065 27.105 0.00
H 12.481 -20.149 25.825 0.00
H 11.842 -18.569 26.388 0.00
H 16.065 -22.092 29.327 0.01
H 14.539 -22.552 29.172 0.01
C 13.795 -17.763 33.870 0.00
C 14.122 -18.691 32.694 0.01
C 15.361 -18.209 31.972 0.01
O 14.264 -20.023 33.113 0.07
H 13.087 -18.185 34.581 0.00
H 13.446 -16.797 33.501 0.00
H 14.710 -17.566 34.444 0.00
H 13.262 -18.586 32.014 0.00
H 16.148 -17.899 32.664 0.00
H 15.091 -17.321 31.393 0.00
H 15.765 -18.945 31.280 0.01
H 13.434 -20.341 33.517 0.01
```

***

Entry 6:
Density functional theory data (the ωB97M-V functional and the def2-TZVPD basis) for a 2-piece molecular cluster, CH6S overall at a distorted geometry.

Its frontier orbital gap is 10.55 eV. As for the total charge: 0. As for the SMILES: C.S. The total energy comes out at -11968.83056 eV. The calculation puts the HOMO energy at -9.7 eV. The relative energy (zero: lowest compared OMol25 entry of this formula, charge and spin) comes out at 0.525 eV.

```
8
Properties=species:S:1:pos:R:3:nbo_charge:R:1
C -1.615 1.383 -0.582 -0.85
H -0.995 0.629 -1.151 0.20
H -1.265 2.302 -0.929 0.21
H -1.307 1.454 0.466 0.22
H -2.687 1.124 -0.668 0.22
S 0.939 -0.774 0.408 -0.28
H 1.056 0.074 -0.520 0.12
H -0.139 -1.505 -0.224 0.16
```

***

Entry 7:
Density functional theory data (the ωB97M-V functional and the def2-TZVPD basis) for C10H27I2O2P2SiSn as an isolated structure at a distorted geometry.

Its frontier orbital gap (spin up / spin down) is 4.94 / 4.46 eV. As for the total charge: +3. The total energy comes out at -63361.67124 eV. The calculation puts the HOMO energy (spin up / spin down) at -19.1 / -19.3 eV. The relative energy (zero: lowest compared OMol25 entry of this formula, charge and spin) comes out at 2.519 eV.

```
45
Properties=species:S:1:pos:R:3:lowdin_charge:R:1
I 1.847 1.547 0.159 0.66
I -2.235 0.311 -2.478 0.79
Sn -0.316 0.159 -0.458 0.15
P 1.137 -1.438 -2.051 0.75
C 2.661 -0.655 -2.686 -0.26
C 1.973 -2.351 -0.674 -0.24
H 2.400 -3.226 -1.174 0.07
H 1.789 -3.505 -3.235 0.08
H 1.282 -2.686 0.102 0.00
H 0.048 -3.436 -3.010 0.05
H 3.323 -0.218 -1.931 0.03
H 2.786 -1.808 -0.169 0.07
C 0.927 -2.825 -3.267 -0.21
H 3.180 -1.452 -3.234 0.08
H 0.757 -2.581 -4.330 0.08
H 2.405 0.158 -3.364 0.06
P -1.827 1.765 1.065 0.75
C -1.133 3.438 1.295 -0.26
C -3.607 2.065 1.502 -0.21
H -1.210 0.010 2.725 0.00
H -1.949 1.482 3.402 0.07
H -0.218 1.442 2.990 0.07
C -1.217 1.101 2.683 -0.25
H -4.185 1.130 1.452 0.05
H -3.698 2.424 2.537 0.08
H -1.810 3.930 2.004 0.08
H -1.134 3.974 0.347 0.06
H -4.198 2.756 0.876 0.08
H -0.102 3.479 1.661 0.03
C 2.213 -1.383 3.532 0.09
O 1.898 -0.775 2.605 -0.10
C -2.336 -2.299 2.708 -0.05
Si -1.732 -2.603 1.028 0.33
C -0.689 -4.085 0.987 -0.05
C -3.083 -2.625 -0.247 -0.15
O -0.671 -1.366 0.760 -0.43
H -3.001 -3.121 2.939 0.09
H -3.000 -1.446 2.843 0.07
H -1.611 -2.360 3.518 0.09
H -1.343 -4.916 1.213 0.09
H -0.297 -4.380 0.014 0.08
H 0.072 -4.180 1.760 0.09
H -3.695 -1.709 -0.236 0.03
H -2.702 -2.779 -1.269 0.03
H -3.845 -3.402 -0.172 0.07
```

***

Entry 8:
Density functional theory data (the ωB97M-V functional and the def2-TZVPD basis) for one molecule with the formula C4H5NO.

Its frontier orbital gap is 10.60 eV. As for the total charge: 0. As for the SMILES: C1=N[C@H]2C[C@H]2O1. The total energy comes out at -7765.04948 eV. The calculation puts the HOMO energy at -9.5 eV. The relative energy (zero: lowest compared OMol25 entry of this formula, charge and spin) comes out at 1.477 eV.

```
11
Properties=species:S:1:pos:R:3:nbo_charge:R:1
C -0.866 1.295 -0.504 0.37
N -0.712 1.112 0.743 -0.46
C 0.342 0.127 0.864 -0.11
C -0.022 -1.233 0.312 -0.46
C 0.684 -0.240 -0.554 0.04
O -0.095 0.606 -1.377 -0.47
H -1.554 1.988 -0.972 0.19
H 1.049 0.287 1.671 0.22
H -1.085 -1.424 0.211 0.23
H 0.579 -2.103 0.553 0.23
H 1.678 -0.416 -0.947 0.21
```

***

- total charge of number 6 (CH6S)?
  0